Here is a cluster of 8 separate species, C29H49NO24P2 in total from the OMol25 dataset. Energies are from the ωB97M-V functional and the def2-TZVPD basis.

Last column: Löwdin charge in e.
Element x y z (Å)
C (-3.5020, -1.3751, -0.2973)  0.028
C (-2.0095, -1.3707, -0.4192)  -0.530
O (-1.2503, -1.2544, 0.5073)  0.095
O (-1.6271, -1.5632, -1.6877)  -0.008
C (-0.2507, -1.3933, -2.0732)  -0.153
C (-0.2725, -0.8142, -3.4825)  -0.158
C (1.0854, -0.8659, -4.2067)  -0.175
C (1.8235, 0.4865, -4.3350)  -0.172
C (3.2940, 0.4591, -3.8617)  -0.248
C (4.2569, 1.1366, -4.8598)  -0.359
P (5.9679, 0.5656, -4.5997)  0.613
N (5.6084, -1.0583, -5.2662)  -0.229
P (6.7705, 2.5147, -3.6586)  0.476
O (8.2386, 2.6482, -3.9194)  -0.557
H (-3.9669, -1.1159, -1.2482)  0.087
H (-3.8209, -2.3890, -0.0379)  0.099
H (-3.8136, -0.6949, 0.4931)  0.064
H (0.2427, -0.7396, -1.3483)  0.124
H (0.2423, -2.3708, -2.0530)  0.132
H (-0.6295, 0.2203, -3.4310)  0.114
H (-1.0252, -1.3765, -4.0448)  0.112
H (0.8894, -1.2233, -5.2235)  0.095
H (1.7440, -1.6051, -3.7377)  0.092
H (1.7774, 0.8075, -5.3807)  0.094
H (1.2800, 1.2398, -3.7546)  0.107
H (3.6048, -0.5711, -3.6946)  0.067
H (3.3622, 1.0087, -2.9195)  0.099
H (3.9900, 0.8698, -5.8880)  0.084
H (4.1916, 2.2236, -4.7591)  0.059
H (6.9532, 0.8786, -5.5636)  0.005
H (6.3653, -0.0726, -3.4034)  0.017
H (5.4585, -1.0080, -6.2735)  0.020
H (6.4232, -1.6549, -5.1399)  0.017
H (6.4523, 2.5403, -2.2736)  -0.043
H (6.0082, 3.6132, -4.1466)  -0.046
C (0.1775, 0.4778, 2.6552)  -0.116
C (1.0545, 0.6486, 3.8816)  -0.095
O (1.9103, 1.7376, 3.4978)  0.046
C (1.2843, 2.4552, 2.5346)  -0.596
O (1.6650, 3.5029, 2.1198)  0.157
O (0.1828, 1.8050, 2.1027)  0.063
H (-0.8411, 0.1687, 2.8698)  0.127
H (0.5963, -0.2052, 1.9176)  0.100
H (0.4875, 0.9418, 4.7640)  0.123
H (1.6635, -0.2210, 4.1167)  0.125
C (-5.2391, 1.2843, 5.6160)  -0.099
C (-3.8300, 1.7383, 5.2862)  -0.094
O (-3.4442, 0.7911, 4.2754)  0.064
C (-4.5576, 0.2910, 3.7044)  -0.580
O (-4.5835, -0.4036, 2.7371)  0.150
O (-5.6585, 0.6692, 4.3910)  0.053
H (-5.9212, 2.0886, 5.8759)  0.135
H (-5.2496, 0.5259, 6.4017)  0.124
H (-3.8062, 2.7383, 4.8500)  0.137
H (-3.1522, 1.6762, 6.1304)  0.097
C (-1.9181, 2.6015, 10.0421)  -0.101
C (-0.4915, 3.0291, 9.7375)  -0.102
O (-0.1158, 2.1070, 8.7045)  0.070
C (-1.2319, 1.6497, 8.1091)  -0.573
O (-1.2569, 0.9947, 7.1133)  0.148
O (-2.3316, 2.0369, 8.7892)  0.056
H (-2.5813, 3.4194, 10.3062)  0.133
H (-1.9688, 1.8226, 10.8032)  0.135
H (-0.4363, 4.0404, 9.3334)  0.134
H (0.1917, 2.9291, 10.5751)  0.134
C (-0.5923, 4.4248, -7.3222)  -0.110
C (-0.5355, 4.0047, -5.8629)  -0.111
O (-0.7356, 2.5908, -5.9532)  0.045
C (-0.3663, 2.1775, -7.1872)  -0.580
O (-0.2462, 1.0404, -7.5104)  0.159
O (-0.1450, 3.2409, -7.9916)  0.061
H (0.0661, 5.2515, -7.5721)  0.132
H (-1.6080, 4.6492, -7.6506)  0.133
H (0.4414, 4.1913, -5.4138)  0.132
H (-1.3136, 4.4416, -5.2438)  0.132
C (3.8103, -1.0362, 1.4605)  -0.095
C (3.3377, 0.2217, 0.7545)  -0.095
O (3.5008, -0.1280, -0.6242)  0.046
C (3.4695, -1.4784, -0.7311)  -0.562
O (3.3974, -2.0755, -1.7565)  0.153
O (3.5273, -2.0495, 0.4902)  0.071
H (3.2747, -1.2573, 2.3796)  0.125
H (4.8835, -1.0254, 1.6551)  0.136
H (2.2832, 0.4286, 0.9286)  0.108
H (3.9231, 1.1064, 0.9882)  0.143
C (0.7109, -3.8197, -6.7165)  -0.117
C (0.7128, -4.2561, -5.2611)  -0.121
O (0.4522, -5.6587, -5.3684)  0.060
C (0.8295, -6.0775, -6.5996)  -0.573
O (0.8943, -7.2129, -6.9398)  0.165
O (1.1215, -5.0155, -7.3870)  0.058
H (1.4089, -3.0180, -6.9390)  0.126
H (-0.2856, -3.5465, -7.0678)  0.135
H (1.6851, -4.1111, -4.7871)  0.134
H (-0.0609, -3.7845, -4.6607)  0.122
C (-6.8251, -2.8852, 5.9110)  -0.103
C (-5.3453, -2.7467, 6.2242)  -0.104
O (-5.3688, -2.0015, 7.4485)  0.042
C (-6.5689, -2.1880, 8.0503)  -0.576
O (-6.8349, -1.8270, 9.1497)  0.165
O (-7.4147, -2.8319, 7.2162)  0.062
H (-7.0910, -3.8227, 5.4321)  0.133
H (-7.2027, -2.0487, 5.3209)  0.132
H (-4.8642, -3.7074, 6.4114)  0.134
H (-4.7854, -2.1970, 5.4721)  0.124

Output
DFT total energy = -100075.033 eV
LUMO = 0.14 eV
net charge = 0
HOMO-LUMO gap = 8.255 eV